{
  "formula": "C7H8NS",
  "method": "ωB97M-V/def2-TZVPD",
  "e_tot_ev": -19700.3766,
  "e_lumo_ha": [-0.185, -0.322],
  "spin_multiplicity": 3,
  "charge": 1,
  "elements": ["C", "C", "C", "C", "C", "C", "C", "N", "S", "H", "H", "H", "H", "H", "H", "H", "H"],
  "coordinates": [[2.086978, 2.573956, 0.747274], [2.058113, 1.659095, -0.078562], [-2.360083, -0.740496, 0.148526], [-1.271691, 1.240539, -0.581207], [-1.009957, -0.906749, 0.126881], [-0.168581, -2.103734, 0.372032], [1.978629, 0.423653, -0.633339], [-0.414450, 0.244060, -0.331662], [-2.895435, 0.800470, -0.216692], [1.919727, 3.340422, 1.441635], [-3.090896, -1.397872, 0.543084], [-0.955423, 2.196479, -0.938376], [-0.471681, -2.651738, 1.187779], [-0.279066, -2.809143, -0.467964], [0.925910, -1.707726, 0.490066], [2.047963, -0.499102, -0.016733], [1.899946, 0.337890, -1.792750]],
  "atomic_forces_ev_per_a": [[-0.3, -1.2, -1.5], [0.2, 0.9, 2.1], [-3.6, 0.8, 1.0], [1.8, -2.6, 0.9], [3.5, 1.4, -1.5], [2.1, 2.2, -1.5], [1.0, -0.9, -2.9], [-1.3, 0.5, -0.2], [-1.0, -0.3, -0.1], [0.1, 0.7, 0.4], [-0.5, -0.9, 0.1], [0.1, 0.5, -0.2], [-0.7, -1.1, 2.2], [0.3, 0.3, -0.1], [-2.2, -1.3, -0.3], [0.3, 1.1, -0.7], [0.2, -0.1, 2.3]],
  "lowdin_charge": [0.1353, -0.2572, -0.2502, -0.2633, -0.2855, 0.0420, -0.0591, 0.0443, 1.1907, 0.0198, 0.1009, 0.1107, 0.0701, 0.1321, 0.1144, 0.0478, 0.1072]
}